# 1
14
Properties=species:S:1:pos:R:3 method="wB97M-V/def2-TZVPD" energy_ev=-25947.0198 smiles=C[C@@H]1SC[C@H]1S e_lumo_ev=0.88 molar_mass_da=120.24 gap_ev=9.5 charge=0
C 0.2422 -1.7675 -0.8369
C -0.2534 -0.3255 -0.5626
C 0.5659 1.6890 0.2663
C 0.0689 0.3279 0.8703
H 0.1281 -2.0197 -1.9102
H -0.1412 -2.5633 -0.1578
H 1.4006 -1.7166 -0.6672
H -1.2609 -0.3090 -0.8528
H 1.6239 2.0714 0.5218
H -0.1581 2.5550 0.1420
H 0.7779 -0.1499 1.4667
H -2.2543 0.7957 1.1901
S 0.5931 0.9991 -1.4608
S -1.3327 0.4135 1.9911

# 2
6
Properties=species:S:1:pos:R:3 method="wB97M-V/def2-TZVPD" energy_ev=-7103.1844 e_lumo_ev=0.28 molar_mass_da=62.03 gap_ev=11.2 charge=0
N -0.0560 -0.3309 -0.2538
N 1.5041 -1.1815 -0.4164
O 1.5443 -2.1259 0.2356
O 2.1919 -0.7622 -1.2801
H 0.0080 0.1821 0.7077
H 0.1769 0.4369 -0.8985

# 3
49
Properties=species:S:1:pos:R:3 method="wB97M-V/def2-TZVPD" energy_ev=-37462.8139 smiles="Cc1cccc(NC(=O)CCC2CCN(Cc3nccs3)CC2)c1" e_lumo_ev=0.65 molar_mass_da=343.50 gap_ev=9.1 charge=0
C -0.1683 -5.4839 -3.0519
C 0.6086 -4.6002 -2.1230
C 0.0121 -4.0353 -1.0088
C 0.7335 -3.2154 -0.1423
C 2.0746 -2.9572 -0.3999
C 2.6706 -3.5215 -1.5139
C 1.9518 -4.3349 -2.3693
H 2.4293 -4.7701 -3.2350
H 3.7129 -3.3209 -1.7128
H 2.6360 -2.3249 0.2660
N 0.0541 -2.6840 0.9594
C 0.5118 -1.8541 1.9387
O 1.6510 -1.4565 2.0318
C -0.5773 -1.4621 2.9267
C -1.6525 -0.5817 2.2779
H -2.2739 -1.1858 1.6102
H -2.3044 -0.1940 3.0642
C -1.0817 0.5918 1.4743
C -0.2257 1.5255 2.3287
C 0.2460 2.7226 1.5082
N -0.8998 3.4391 0.9783
C -0.5745 4.7353 0.4149
C 0.2285 4.6576 -0.8429
N 1.4563 4.2906 -0.9135
C 1.9072 4.2263 -2.1868
C 0.9959 4.5499 -3.1397
S -0.5089 4.9558 -2.4133
H 1.1131 4.5763 -4.2037
H 2.9260 3.9336 -2.3644
H -0.0082 5.2924 1.1667
H -1.5112 5.2630 0.2121
C -1.6584 2.5933 0.0770
C -2.2175 1.4068 0.8543
H -2.8154 0.7837 0.1857
H -2.8657 1.7825 1.6479
H -2.4773 3.1822 -0.3460
H -1.0379 2.2183 -0.7569
H 0.8107 3.4062 2.1454
H 0.9172 2.3774 0.7051
H 0.6511 0.9976 2.7026
H -0.8150 1.8828 3.1753
H -0.4556 0.1946 0.6664
H -0.0985 -0.9242 3.7443
H -1.0391 -2.3639 3.3361
H -0.9201 -2.9480 1.0115
H -1.0327 -4.2327 -0.8049
H -1.2050 -5.5709 -2.7365
H 0.2710 -6.4803 -3.0798
H -0.1447 -5.0827 -4.0642

# 4
24
Properties=species:S:1:pos:R:3 method="wB97M-V/def2-TZVPD" energy_ev=-28294.6138 smiles="C/[NH+]=C1/NS(=O)(=O)N(C)C(=O)N1C" e_lumo_ev=-3.56 molar_mass_da=207.23 gap_ev=10.9 charge=+1
C 0.3314 0.9654 -0.1333
C -0.5146 -1.2913 0.3460
C -2.0724 0.5485 0.0660
C 0.9548 -3.2237 0.2046
C -0.5349 3.0059 1.0092
N 1.5634 0.3609 -0.6476
N -0.6744 0.1199 0.0278
N 0.6074 -1.8560 -0.1524
N 0.3498 2.2522 0.1365
O -1.3413 -1.8124 1.0271
O 0.3032 -0.8499 -2.4445
O 2.5501 -1.6664 -1.7918
S 1.3050 -1.0973 -1.4795
H -2.4770 0.4639 1.0740
H -2.1685 1.5594 -0.3148
H -2.6324 -0.1247 -0.5841
H 1.4743 -3.2358 1.1637
H 0.0521 -3.8310 0.2766
H 1.6139 -3.6022 -0.5711
H 0.0714 3.6891 1.6042
H -1.0637 2.3437 1.6892
H -1.2503 3.5995 0.4378
H 2.3949 0.9193 -0.7464
H 1.1577 2.7629 -0.1969

# 5
29
Properties=species:S:1:pos:R:3 method="wB97M-V/def2-TZVPD" energy_ev=-28043.6012 smiles="C=CC[C@@H]1NS(=O)(=O)O[C@@H]2CCC[C@H]12" e_lumo_ev=0.75 molar_mass_da=217.29 gap_ev=10.7 charge=0
C 1.8210 1.3175 -2.7219
C 0.9370 1.7339 -1.8340
C -0.5000 1.3201 -1.8180
H -0.6816 0.5799 -2.5991
H -1.1069 2.2036 -2.0324
C -1.0007 0.7500 -0.4801
N -0.8632 1.7208 0.5891
S -1.6225 1.1723 1.9537
O -1.3373 2.0554 3.0250
O -2.9697 0.8647 1.6133
O -0.8309 -0.1850 2.2459
C -0.9573 -1.1587 1.2114
C -0.0314 -2.3288 1.5654
H 0.1497 -2.3148 2.6381
H -0.5003 -3.2761 1.3057
C 1.2616 -2.0983 0.7602
H 2.1468 -2.1493 1.3907
H 1.3584 -2.8565 -0.0177
C 1.1039 -0.7168 0.1162
H 1.6813 -0.6187 -0.8001
H 1.4195 0.0581 0.8163
C -0.4046 -0.6189 -0.1193
H -0.6851 -1.3261 -0.9065
H -2.0155 -1.4308 1.1443
H 0.0922 1.9579 0.8088
H -2.0862 0.6121 -0.5600
H 1.2220 2.4556 -1.0807
H 2.8399 1.6647 -2.7201
H 1.5599 0.6122 -3.4943

# 6
7
Properties=species:S:1:pos:R:3 method="wB97M-V/def2-TZVPD" energy_ev=-31627.2253 smiles="N=C=O.ISI" e_lumo_ev=-1.32 molar_mass_da=328.90 gap_ev=7.4 charge=0
C -1.7709 -0.6062 0.0216
N -2.1629 0.5227 0.1860
O -1.4170 -1.7010 0.1630
S 3.1957 0.4427 0.7528
I 2.4373 -1.6859 -0.1593
I 2.6395 2.0764 -0.7681
H -2.9217 0.9514 -0.1961

# 7
17
Properties=species:S:1:pos:R:3 method="wB97M-V/def2-TZVPD" energy_ev=-9438.7892 smiles=CO[C@H]1C[C@H]1CO e_lumo_ev=0.94 molar_mass_da=102.13 gap_ev=10.0 charge=0
C 2.3964 0.4140 -0.1124
O 1.0739 0.3343 -0.6047
C 0.3636 -0.6445 0.0754
C -0.2698 -0.3158 1.4058
C -1.0933 -0.5129 0.1837
C -1.9547 0.4772 -0.5598
O -1.6143 0.9076 -1.8591
H 2.9206 -0.5456 -0.2336
H 2.3974 0.6792 0.9536
H 2.9152 1.1845 -0.6839
H 0.6790 -1.6658 -0.1181
H -0.4068 -1.1065 2.1310
H -0.1428 0.6907 1.7928
H -1.5421 -1.6025 0.1957
H -2.5216 -0.4771 -0.5511
H -2.5450 1.2473 -0.0400
H -0.6557 0.9359 -1.9753

# 8
14
Properties=species:S:1:pos:R:3 method="wB97M-V/def2-TZVPD" energy_ev=-10184.0621 smiles="C[N@@H+]1NN=C(N)O1" e_lumo_ev=-3.33 molar_mass_da=103.10 gap_ev=10.4 charge=+1
C -1.3631 -0.0229 -0.0044
C 1.9152 0.3253 -0.4111
N 0.3348 -1.4412 0.0707
N -0.9228 -1.1636 -0.2823
N 0.9059 -0.0274 0.5629
N -2.5080 0.5950 -0.1505
O -0.2097 0.7699 0.5137
H 2.5002 1.2834 -0.2656
H 2.5326 -0.6589 -0.5081
H 1.1910 0.7337 -1.2191
H 0.3914 -2.0876 0.8554
H 1.1949 -0.1687 1.5143
H -3.2925 0.2321 -0.6533
H -2.6699 1.6309 -0.0226

# 9
12
Properties=species:S:1:pos:R:3 method="wB97M-V/def2-TZVPD" energy_ev=-28962.7648 smiles="C=CC(=O)C(=S)C=S" e_lumo_ev=-2.43 molar_mass_da=144.22 gap_ev=6.8 charge=0
C -1.7145 1.5236 0.9591
C -1.0515 0.2430 0.8497
C 0.3372 0.2862 0.2549
C 0.7443 -0.9431 -0.3042
C 1.5509 -1.0530 -1.4646
H -2.7464 1.4041 1.3866
H -1.1473 2.6627 0.9164
H -1.4560 -0.9259 0.9814
H 2.2150 -1.8986 -1.4416
O 1.2032 1.0476 0.4695
S 0.3962 -2.4633 0.1720
S 1.6689 0.1167 -2.7791

# 10
27
Properties=species:S:1:pos:R:3 method="wB97M-V/def2-TZVPD" energy_ev=-28011.6857 e_lumo_ev=-3.99 molar_mass_da=222.29 gap_ev=8.5 charge=+1
C 2.8021 -3.4659 -0.4334
C 2.5124 -2.7116 -1.5424
C 2.3651 -3.0589 0.8657
C 1.7814 -1.6229 -1.4390
C 1.4985 -1.9474 1.0260
C 0.3661 1.1659 -0.7587
C 1.2863 -1.2260 -0.1749
C 0.5072 0.0103 0.0009
C -0.6690 1.8563 -0.0959
C -3.4390 1.5628 0.7997
C -2.2226 1.4789 1.7279
N -1.0415 1.2004 0.9564
O -0.4254 0.0041 1.0318
O -1.0344 3.5534 -2.1607
S -1.3319 3.6347 -0.5696
H 3.3939 -4.3530 -0.5241
H 2.7994 -3.0253 -2.6227
H 2.6839 -3.5954 1.7197
H 1.3089 -1.2023 -2.4114
H 1.2585 -1.6126 2.0170
H 1.0943 1.5709 -1.5704
H -3.3456 2.5396 0.3976
H -4.2408 1.5234 1.5424
H -3.3994 0.7108 0.1144
H -2.2275 0.5543 2.3517
H -2.0653 2.3474 2.2522
H -0.2158 4.1081 -2.5002

# 11
22
Properties=species:S:1:pos:R:3 method="wB97M-V/def2-TZVPD" energy_ev=-9975.4615 smiles=CCCNC.O.O e_lumo_ev=0.80 molar_mass_da=109.17 gap_ev=9.1 charge=0
C -1.8289 -0.4102 0.9985
C -1.2327 0.9954 0.8050
C -0.6150 1.1637 -0.5853
N 0.6731 0.4682 -0.5523
C 1.7085 0.5784 -1.5226
H -2.0595 -0.5663 2.0564
H -0.9972 -1.1203 0.9543
H -2.5966 -0.5973 0.2630
H -0.4587 1.2687 1.5135
H -2.0455 1.7184 0.9530
H -0.3946 2.2179 -0.7644
H -1.2044 0.7948 -1.4269
H 0.6271 -0.4860 -0.2283
H 1.6667 -0.0311 -2.4460
H 2.7200 0.4572 -1.1264
H 1.7725 1.5846 -1.9652
H 6.5170 -1.2707 -1.5895
H 5.1767 -1.8576 -1.5624
O 5.9518 -1.7937 -1.0097
H -5.7322 -0.6023 2.1201
H -4.4940 0.2883 2.1396
O -4.8275 -0.5449 1.7912

# 12
56
Properties=species:S:1:pos:R:3 method="wB97M-V/def2-TZVPD" energy_ev=-72313.8563 e_lumo_ev=-0.54 molar_mass_da=468.68 gap_ev=8.9 charge=0
N 4.1192 -3.2202 0.3073
C 3.3779 -2.1766 1.0236
N 3.8865 -2.2162 2.4013
N 3.6512 -0.8678 0.4940
C 1.8483 -2.4989 1.0108
Si 0.7549 -1.1099 0.4211
F 1.0048 -0.7656 -1.1237
C -1.0196 -1.7702 0.4792
O -1.0480 -2.9338 -0.3935
N -1.6569 -4.0509 0.2548
O -0.8891 -4.6800 0.8570
O 0.7753 0.2472 1.3425
Si 1.2314 1.7230 0.6398
H 3.7038 -4.1308 0.4357
H 4.1961 -3.0067 -0.6763
H 3.5962 -3.1058 2.7882
H 3.3966 -1.5123 2.9472
H 3.7514 -0.9079 -0.5141
H 4.5630 -0.6034 0.8554
H 1.6509 -3.3388 0.3611
H 1.4924 -2.7632 1.9988
H -1.2052 -2.0899 1.4988
H -1.7631 -1.0409 0.1811
H 0.3300 2.1567 -0.4351
H 2.6056 1.6090 0.1298
H 1.2243 2.7057 1.7351
C -0.9235 -1.3196 -3.7421
C -1.2715 -2.8123 -3.8148
C -1.9703 -3.0566 -5.1596
S -1.3350 -1.8093 -6.2871
O -2.4145 -0.9297 -6.6583
O -0.5066 -2.4372 -7.2853
C -0.3009 -0.9729 -5.0907
H -0.2446 -1.1036 -2.9176
H -1.8346 -0.7359 -3.5902
H -0.3540 -3.4021 -3.7639
H -1.9022 -3.1189 -2.9831
H -1.7519 -4.0398 -5.5673
H -3.0468 -2.9169 -5.0871
H -0.2887 0.0928 -5.3054
H 0.7039 -1.3843 -5.1805
C -1.4856 4.5795 4.8265
C -2.7415 5.2172 4.2168
C -2.4025 5.6066 2.7719
S -1.1259 4.4627 2.2317
O 0.0872 5.2035 1.9993
O -1.6662 3.5717 1.2349
C -0.9743 3.5879 3.7858
H -1.7003 4.0871 5.7734
H -0.7318 5.3479 5.0097
H -3.5566 4.4912 4.2213
H -3.0726 6.0832 4.7872
H -3.2577 5.5159 2.1078
H -1.9905 6.6114 2.7093
H 0.0613 3.2930 3.9339
H -1.6118 2.7061 3.7304

# 13
90
Properties=species:S:1:pos:R:3 method="wB97M-V/def2-TZVPD" energy_ev=-41635.0879 smiles=COCCNCCOC.CC(C)O.CC(C)O.CC(C)O.CC(C)O.CC(C)O.CO e_lumo_ev=0.45 molar_mass_da=465.71 gap_ev=9.0 charge=0
C 0.3457 -1.7760 0.9374
O 0.4464 -2.9840 0.3872
H 1.2385 -1.1772 0.7573
H -0.5818 -1.3517 0.5531
H 0.0857 -1.8351 1.9943
H 1.2164 -3.4372 0.7384
C -3.0988 9.6492 -3.1572
O -3.6136 8.3781 -2.6654
C -3.3039 8.0734 -1.3292
C -4.1127 6.7796 -0.8990
N -3.7134 5.6719 -1.6221
C -4.7111 4.5422 -1.7790
C -4.1687 3.4086 -2.6241
O -4.8979 2.2539 -2.5170
C -4.3299 1.1719 -3.2239
H -3.7495 10.4310 -2.7655
H -3.1111 9.6295 -4.2470
H -2.1056 10.0315 -2.9216
H -3.5542 8.9127 -0.6803
H -2.2525 7.8464 -1.1528
H -5.1523 6.9501 -1.1790
H -4.0894 6.7703 0.1907
H -3.3421 6.0311 -2.4900
H -5.6228 4.9011 -2.2566
H -4.9504 4.0628 -0.8299
H -3.1376 3.2490 -2.3088
H -4.0435 3.6989 -3.6673
H -4.2561 1.5498 -4.2436
H -4.8054 0.1913 -3.2005
H -3.2692 0.9699 -3.0744
C 3.5607 4.6323 -6.6176
C 3.0715 3.3337 -5.8259
C 3.5718 3.2324 -4.4461
O 1.6115 3.2343 -5.9597
H 3.3110 5.5960 -6.1739
H 3.1056 4.6080 -7.6078
H 4.6322 4.5395 -6.7947
H 3.3431 2.5027 -6.4769
H 3.3936 2.2168 -4.0926
H 3.1175 3.9689 -3.7833
H 4.6506 3.3718 -4.3777
H 1.1648 4.0810 -5.8876
C 0.8028 -5.0704 6.4510
C 0.7182 -4.3042 7.7510
C 1.9136 -4.5995 8.6817
O 0.6194 -2.9237 7.4535
H 1.0898 -6.1192 6.3742
H 1.5239 -4.5677 5.8066
H -0.0614 -5.0897 5.7871
H -0.1250 -4.6590 8.3436
H 2.3222 -5.5991 8.5336
H 1.7182 -4.5533 9.7530
H 2.7204 -3.8811 8.5368
H -0.1809 -2.8286 6.9319
C -6.6269 -2.7019 5.0099
C -6.9861 -1.8302 3.9039
C -8.2351 -0.9653 4.1024
O -5.8453 -0.9899 3.6293
H -7.5128 -3.0294 5.5540
H -6.0458 -2.2713 5.8255
H -6.1031 -3.6072 4.7030
H -7.1723 -2.5333 3.0921
H -8.1515 -0.0718 3.4836
H -8.3982 -0.8492 5.1738
H -9.1297 -1.5178 3.8151
H -5.8289 -0.7313 2.7049
C 7.5237 1.1622 1.7997
C 8.6827 1.9919 1.1969
C 9.3140 2.9884 2.2324
O 9.5660 1.1605 0.4689
H 7.8304 0.6290 2.6995
H 7.1367 0.2718 1.3041
H 6.6665 1.7774 2.0733
H 8.1015 2.5454 0.4595
H 8.4802 3.4873 2.7263
H 9.7740 3.7692 1.6267
H 10.0201 2.5492 2.9371
H 9.3277 0.3906 0.9906
C 0.8295 -9.2318 -4.3855
C 1.7117 -9.7067 -3.2325
C 3.0273 -10.3484 -3.6614
O 2.0808 -8.6206 -2.4197
H 0.0567 -8.5609 -4.0105
H 0.2639 -10.0865 -4.7566
H 1.4133 -8.7512 -5.1706
H 1.2029 -10.4546 -2.6242
H 2.8110 -11.1558 -4.3609
H 3.5318 -10.9540 -2.9085
H 3.7245 -9.6501 -4.1245
H 2.0041 -7.8186 -2.9418

# 14
27
Properties=species:S:1:pos:R:3 method="wB97M-V/def2-TZVPD" energy_ev=-14612.6912 smiles=Cc1c[nH]cn1.Cc1ccccc1 e_lumo_ev=0.81 molar_mass_da=174.25 gap_ev=9.2 charge=0
C 2.5977 -0.9728 -2.2543
C 0.3811 0.0194 -3.3505
C 1.7224 0.1210 -2.7847
C 1.0271 2.1887 -3.2786
N 0.0078 1.3652 -3.6605
N 2.0798 1.4642 -2.8151
H -0.2985 -0.8351 -3.2942
H -0.8325 1.7128 -4.1725
H 3.5976 -0.6967 -2.0121
H 2.6541 -1.9320 -2.8803
H 0.9463 3.2557 -3.4256
H 2.1113 -1.1725 -1.3676
C -0.9431 1.5346 3.6046
C -1.0364 -0.7687 0.5387
C -0.8243 0.3239 1.3522
C -1.1903 -1.9776 1.2234
C -0.9838 0.2114 2.7233
C -1.3172 -2.1788 2.5648
C -1.2386 -1.0057 3.3358
H -0.9918 -0.4383 -0.5520
H -0.5113 1.3049 1.0258
H -1.1769 -2.8875 0.6676
H -1.5467 -3.0652 2.9630
H -1.6539 2.1953 3.1644
H 0.0151 2.0434 3.5684
H -1.3262 -1.1842 4.4689
H -1.2688 1.3747 4.6474

# 15
38
Properties=species:S:1:pos:R:3 method="wB97M-V/def2-TZVPD" energy_ev=-383760.2838 e_lumo_ev="-0.72 / -2.32" s2=6.031 molar_mass_da=813.84 gap_ev="7.5 / 6.4" charge=0 spin_multiplicity=5
Ru -0.4743 -0.1900 0.6610
Br 4.6575 4.2433 -1.8966
C 3.6010 3.1521 -0.7933
C 4.0978 2.7188 0.4532
Br 5.8136 3.2157 1.0259
C 3.3157 1.9129 1.2587
Br 3.8983 1.3066 2.9439
C 2.0377 1.4700 0.8690
O 1.3252 0.7440 1.6177
C 1.5251 1.8888 -0.4475
O 0.4024 1.4823 -0.8340
C 2.3480 2.7497 -1.2151
Br 1.6602 3.2674 -2.8905
Br 1.0562 -2.5267 2.9602
C 0.3612 -0.9463 3.7084
C 0.8206 -0.4501 4.9202
C 0.2692 0.7328 5.3882
C -0.7183 1.3685 4.6496
C -1.1029 0.7936 3.4498
N -0.5799 -0.3457 3.0022
C -2.0860 1.4579 2.4761
O -2.8494 2.3147 2.8518
O -1.9785 0.9989 1.2867
H 1.6024 -0.9673 5.4530
H 0.6113 1.1608 6.3178
H -1.1771 2.2900 4.9674
N -1.6993 -0.7261 -1.0540
C -2.0269 -2.1567 -1.1388
C -0.9708 -2.9909 -0.4007
C 0.4633 -2.5000 -0.7677
O 1.1037 -3.0790 -1.6124
O 0.8526 -1.4709 -0.1036
H -2.5236 -0.1239 -1.0639
H -1.1035 -0.4357 -1.8335
H -2.0826 -2.4726 -2.1854
H -3.0047 -2.3206 -0.6749
H -1.0460 -4.0367 -0.6952
H -1.1101 -2.9029 0.6869

# 16
11
Properties=species:S:1:pos:R:3 method="wB97M-V/def2-TZVPD" energy_ev=-25048.5258 e_lumo_ev=2.72 molar_mass_da=166.01 gap_ev=8.9 charge=-1
C -2.1812 1.4740 -0.0753
N -3.2771 1.8772 -0.1186
N 1.9567 -1.2176 -0.1095
N 2.1742 -0.2995 0.5481
O 1.1590 -1.7152 -0.8435
O 0.1289 0.7319 1.2620
O 3.0233 0.1947 1.2175
O -1.3473 -0.9577 0.1601
O 0.0688 0.7856 -1.3218
P -0.6146 0.5296 0.0081
H -1.0906 -1.4029 -0.7272